This record from OMol25 describes 11 unconnected molecules or ions with the total composition C54H132Br3N8O4 in a non-equilibrium geometry. The level of theory is wB97M-V/def2-TZVPD.

Positions of all 201 atoms, in Å:
H: 6.143 -3.325 4.138
H: 5.467 -2.793 6.270
H: 0.859 -2.151 2.012
H: 5.454 -3.179 -1.002
H: 0.209 1.199 -6.411
C: 3.605 -7.895 -0.097
Br: 3.289 1.468 1.380
H: -2.507 -0.705 7.858
H: -0.372 -0.131 -3.529
H: -2.675 6.132 1.601
H: -3.775 -4.642 -5.744
H: -1.866 0.601 -2.988
O: 4.435 -4.335 3.672
H: -2.198 -1.068 -1.494
C: -0.888 -3.978 7.626
H: 2.111 1.809 -7.768
H: -1.830 2.950 1.198
H: 5.551 7.168 -1.248
C: -6.452 0.488 -4.870
C: -4.401 1.140 4.651
H: -1.999 3.807 -5.523
H: -3.361 -2.603 4.651
H: 3.271 2.404 -2.121
H: 3.300 6.603 -2.214
C: -4.484 -2.110 -4.534
H: 0.408 4.152 4.193
H: 1.568 -0.682 -1.646
H: 4.808 -4.781 4.435
Br: -4.246 0.592 0.581
H: -4.692 2.611 3.226
H: -2.594 4.767 -0.336
C: 3.969 3.224 -1.954
H: -4.339 3.346 4.689
H: 0.545 4.802 -6.215
H: -2.024 2.270 4.659
H: -1.031 -2.490 0.553
H: 0.058 1.524 -9.112
C: -0.933 0.160 -2.640
C: 3.007 -2.184 5.641
C: -0.843 -1.459 0.852
H: -6.483 2.524 -5.865
N: -5.565 0.078 -3.606
H: -0.971 -2.025 -2.136
H: -2.099 1.545 -7.225
H: -3.160 4.411 2.995
H: 2.299 3.421 -8.397
H: -1.216 0.893 0.204
H: -0.907 6.360 3.257
H: 0.974 3.666 2.630
C: -3.206 -1.529 7.997
C: -5.149 1.489 -3.155
H: 2.320 -5.616 1.171
H: 2.616 -4.012 -1.978
H: -6.022 1.780 -2.570
H: 2.198 -2.078 4.919
H: -1.244 2.801 -8.886
O: -2.297 3.378 -6.328
H: -0.069 2.535 3.525
C: -0.735 5.767 2.359
C: -3.102 -2.673 -4.857
H: -2.999 -0.977 5.348
H: 2.917 -8.258 0.666
H: -2.230 4.600 4.385
C: 4.766 -7.194 0.683
H: 1.861 -0.934 0.043
H: -0.856 4.868 -7.453
H: 0.321 3.191 -9.663
H: -5.917 -0.924 -1.685
C: -3.553 -1.908 5.468
H: -4.633 -1.761 5.486
H: 1.825 3.727 -0.618
C: -0.197 2.210 -6.382
C: -0.241 0.719 -0.251
H: 0.603 1.710 -2.082
H: 0.530 1.108 0.414
C: -4.041 2.485 4.090
C: -4.324 -0.701 -4.001
H: 1.362 -2.310 -0.879
H: 2.665 -1.680 6.546
C: 0.124 3.585 3.306
H: 0.618 -0.466 2.175
C: 1.916 2.858 -7.545
H: 5.493 -1.051 6.902
H: -0.210 -1.985 4.158
H: 4.794 5.666 -2.864
H: 5.762 -7.635 0.703
C: 1.210 -1.236 -0.778
H: 0.331 5.870 2.158
H: 4.961 -2.321 -3.298
C: 4.904 6.372 -0.880
N: -0.229 -0.817 -0.441
H: 4.489 3.144 -1.000
C: -0.309 1.249 -1.703
H: -7.463 0.544 -4.467
H: -4.897 -3.237 7.249
C: 2.138 4.530 -2.994
H: -7.319 -0.106 -2.399
H: 0.180 -4.109 7.455
C: -5.048 2.460 -4.365
H: 3.000 4.670 0.333
H: 5.845 -3.228 2.459
N: -3.044 -2.519 6.845
H: -0.961 2.122 -1.674
H: -6.872 -1.667 -2.994
C: 3.612 -4.382 -1.733
H: -2.392 -2.317 -4.111
H: 3.317 -1.925 -2.766
H: -5.111 1.538 -6.245
H: 3.098 0.260 4.428
H: -0.966 5.166 -0.580
C: -1.672 4.939 0.219
N: 4.255 -1.457 5.085
C: -3.112 -4.241 -4.978
H: -3.100 -2.018 8.966
H: 0.246 2.539 -5.442
H: -4.296 1.461 -2.476
H: -1.786 -0.924 0.963
C: 5.330 -3.214 3.420
H: -1.490 -3.530 5.715
H: -5.467 3.434 -4.114
N: 0.396 3.028 -7.543
H: -1.239 -0.725 3.782
H: -5.090 -2.025 -5.435
C: 4.095 5.876 -2.054
H: 4.646 3.269 -2.806
H: -1.586 -2.325 3.225
H: 4.765 -1.191 -2.074
C: -0.179 2.570 -8.919
N: 3.211 4.579 -1.862
C: -6.455 -0.734 -2.613
H: -3.821 -0.100 -4.759
H: 4.557 -6.975 1.731
H: 3.975 -8.771 -0.630
C: 0.069 -1.404 2.091
H: 3.615 0.268 6.168
H: 1.725 5.478 -0.387
H: 3.733 -1.865 2.928
H: -3.972 1.081 5.651
H: -3.840 -0.633 -3.027
H: -2.148 -4.706 -5.181
H: -0.550 -4.324 9.498
H: 3.282 -7.053 -2.058
H: -0.193 3.457 0.833
H: -5.484 1.069 4.746
C: -1.175 3.818 1.139
H: -4.228 -1.208 7.796
H: -4.017 2.658 -4.658
H: -2.705 -2.338 -5.816
H: 5.323 -1.150 3.224
H: 4.367 6.695 0.012
C: 3.017 -6.847 -1.021
C: 4.409 -3.130 -1.306
H: -2.070 1.571 -5.467
C: -5.780 1.814 -5.430
H: 3.358 -3.212 5.731
C: -1.662 6.140 1.199
H: 1.487 3.675 -2.809
H: -3.731 -4.243 8.016
C: -1.759 2.113 -6.360
Br: -0.273 -4.853 -2.232
C: -1.487 -2.932 6.626
C: 4.603 -1.886 3.584
H: -6.343 -0.297 -5.619
O: 5.691 5.176 -0.481
C: -3.947 -3.742 7.073
N: 3.525 -5.475 -0.625
C: 2.716 -4.813 0.549
H: 5.436 -5.063 0.330
H: 3.315 -4.258 1.271
O: -0.903 -3.589 8.993
H: 3.875 -2.686 -0.466
H: -4.187 0.308 3.980
C: -1.129 -1.038 -1.701
H: 1.896 -4.218 0.146
H: -3.974 -4.303 6.139
H: -0.997 -1.974 6.451
H: -1.514 7.118 0.740
H: -1.330 -4.974 7.595
H: -5.082 -2.825 -3.969
C: 4.333 -2.127 -2.428
C: 2.406 4.649 -0.580
H: 1.937 -6.913 -0.887
H: 6.624 5.398 -0.451
H: 2.316 3.186 -6.586
H: 5.437 -6.059 -1.100
H: -2.400 1.800 3.003
H: 4.792 0.606 4.852
H: 4.072 -4.775 -2.640
C: 5.487 -1.726 6.046
H: 6.389 -1.434 5.509
C: -0.780 -1.596 3.315
H: 2.709 4.378 -3.910
C: -2.263 4.012 3.468
C: 0.161 4.563 -7.206
H: 0.783 4.978 -7.999
C: 3.898 0.052 5.138
C: 4.958 -5.928 -0.130
H: 1.559 5.451 -2.940
N: -1.016 4.308 2.559
C: -2.599 2.543 3.774
H: -3.506 -4.653 -4.049

Forces on atoms 1 to 6 (eV/Å):
0.1606 0.3748 -0.0441
0.1740 0.3226 0.2902
-0.1701 -0.3027 0.0316
-0.0211 -0.7986 -0.0728
-0.0148 -0.2079 -0.6371
1.4243 -0.2593 1.5225

Properties
Charge = +5
Gap between HOMO and LUMO = 0.2193 hartree
F_max = 0.0620 hartree/bohr
E_HOMO = -15.23 eV

Löwdin population analysis, charges in e, atoms 1 to 5:
1. H 0.12
2. H 0.10
3. H 0.10
4. H 0.12
5. H 0.13

This record from OMol25 describes a molecular structure, C54H134MnO35P6 in a non-equilibrium geometry. The level of theory is wB97M-V/def2-TZVPD.

Positions of all 230 atoms, in Å:
H: 10.412 10.524 -19.613
H: 8.285 14.288 -22.079
H: 3.225 17.870 -19.278
H: 8.035 20.165 -21.972
C: 2.273 9.429 -14.847
C: 6.358 10.195 -19.671
O: 7.177 16.372 -19.181
H: 3.859 19.677 -16.005
H: 9.171 17.565 -15.427
H: 7.501 11.196 -15.382
H: 10.585 14.826 -11.696
H: 5.779 16.111 -8.539
C: 9.196 12.367 -12.239
C: 9.763 16.813 -11.873
H: 2.395 12.718 -16.676
H: 1.099 19.125 -16.304
H: 7.573 19.413 -14.747
H: 5.901 11.084 -17.288
H: 14.458 11.979 -10.169
H: 3.154 22.063 -14.947
H: 10.018 17.854 -12.066
C: 13.063 11.103 -13.223
C: 4.204 17.784 -11.598
H: 1.711 10.626 -11.503
H: 5.485 20.070 -15.725
H: 4.092 9.510 -16.003
C: 5.195 10.285 -11.063
H: 12.889 11.860 -12.459
H: 2.680 10.140 -16.879
H: 10.787 17.329 -16.140
P: 12.807 15.703 -10.217
H: 8.931 16.464 -12.486
H: 13.975 13.737 -8.629
O: 12.701 14.080 -10.249
Mn: 6.734 16.832 -17.067
H: 6.864 20.201 -20.674
H: 10.911 9.026 -22.056
H: 9.367 10.676 -20.984
H: -2.660 6.624 -15.972
C: 0.703 10.211 -11.478
O: 2.742 17.214 -16.127
H: 3.792 12.046 -18.463
O: -0.595 8.052 -14.532
H: 15.272 11.049 -13.060
H: -1.311 6.021 -14.062
O: 9.024 16.971 -17.288
H: 12.703 11.507 -10.136
C: 0.628 18.142 -16.303
H: 6.755 11.020 -20.263
H: 10.503 16.439 -18.490
O: -1.346 10.447 -13.669
H: 8.526 21.328 -13.569
H: 8.770 17.454 -19.899
C: 0.590 9.529 -10.065
C: 9.815 11.996 -10.875
C: 9.778 16.924 -16.067
H: 4.631 12.910 -12.981
H: 11.804 12.983 -17.248
C: 7.537 10.384 -16.108
H: 5.462 18.350 -20.273
O: 14.188 16.140 -9.942
C: 7.750 19.401 -13.672
H: 0.966 16.121 -15.805
C: 9.469 16.134 -18.324
H: -0.097 10.945 -11.576
H: 8.984 11.781 -10.204
O: 4.941 8.056 -13.872
H: 2.046 17.647 -11.960
H: 1.811 13.808 -17.970
H: 11.132 16.242 -7.253
H: 3.188 16.011 -20.944
H: 5.349 15.376 -13.305
H: 13.163 10.708 -23.213
H: 9.418 15.071 -18.091
C: 6.312 7.606 -14.101
C: 8.510 13.353 -21.565
H: 4.522 11.515 -9.339
H: 8.174 8.469 -14.350
O: 4.506 17.319 -12.878
H: 6.470 9.323 -20.316
H: 4.925 18.532 -11.267
C: 13.547 11.908 -9.575
H: 4.410 9.540 -10.927
P: 10.646 11.256 -14.218
C: 4.492 20.208 -15.295
H: 13.155 8.984 -23.288
O: 6.774 9.317 -15.670
H: 9.335 13.231 -16.851
H: 12.866 16.161 -7.558
C: -1.580 7.077 -14.089
H: 7.314 14.102 -16.096
O: 4.460 19.536 -14.098
H: 5.285 17.477 -21.735
C: 4.172 7.081 -13.202
H: 3.475 11.127 -15.690
O: 12.263 11.414 -14.368
H: 8.675 12.514 -22.241
H: 6.884 14.853 -13.842
H: 12.310 13.181 -8.413
P: 5.369 18.180 -13.948
H: 11.051 18.447 -8.422
H: 9.730 15.902 -15.690
O: 2.990 14.732 -16.625
H: 8.102 16.891 -7.612
C: 10.156 12.492 -20.035
C: 2.651 13.558 -17.322
H: 0.423 10.218 -9.236
P: 5.663 14.049 -10.549
C: 6.749 15.797 -8.926
C: 2.257 16.540 -20.738
C: 7.050 19.806 -21.672
H: 2.240 17.227 -21.584
C: 11.713 9.747 -21.896
H: 4.327 22.254 -16.140
H: -3.628 6.906 -14.442
H: 6.311 20.237 -22.348
C: 6.012 17.700 -20.954
H: 2.747 9.766 -13.925
H: -0.199 8.781 -9.997
O: 10.209 12.488 -13.236
H: 12.023 18.484 -6.957
H: 4.057 13.690 -18.997
H: 8.760 15.806 -20.338
H: -2.940 8.236 -15.376
O: 7.113 9.910 -18.545
C: 5.523 13.236 -13.516
O: 0.548 9.106 -12.437
H: 6.779 15.775 -21.219
H: 1.477 8.954 -9.797
C: 7.156 8.854 -14.402
H: 6.848 21.377 -13.130
C: 12.040 10.531 -25.438
O: 11.310 11.049 -21.542
H: 11.166 12.797 -19.761
C: 12.493 9.848 -23.234
H: 14.646 12.186 -14.244
C: 13.117 13.297 -9.137
H: 6.307 19.561 -17.937
H: 14.561 10.391 -14.592
C: 1.415 17.101 -15.647
O: 10.058 11.733 -15.676
C: 4.169 21.747 -15.188
C: 6.408 16.350 -20.370
H: 2.829 19.237 -12.053
O: 6.767 18.760 -17.618
H: 7.719 13.109 -20.857
C: 3.181 10.102 -15.912
C: 10.278 11.079 -20.541
C: 14.523 11.181 -13.841
O: 7.138 18.349 -21.577
H: 10.540 11.183 -10.842
O: 9.705 13.566 -20.844
H: 13.747 11.285 -8.703
O: 5.805 17.561 -15.244
O: 10.236 9.899 -13.796
H: 10.929 15.536 -13.118
H: 4.145 6.131 -13.736
H: 7.411 11.890 -17.762
H: 12.825 18.503 -8.467
H: 9.702 13.683 -15.208
O: 6.627 14.472 -9.287
H: 11.262 10.496 -26.200
C: 2.296 17.313 -19.405
H: 5.455 15.895 -20.101
H: 5.275 10.241 -19.561
H: 5.186 10.534 -12.124
H: 12.238 11.593 -25.290
H: -0.292 18.364 -15.762
H: 1.438 17.304 -14.576
H: 6.337 6.813 -14.848
H: 7.902 20.665 -11.968
H: 12.194 13.324 -15.647
O: 5.859 12.452 -10.633
H: 12.315 9.330 -21.089
H: 8.823 13.390 -12.209
C: 6.960 10.933 -17.500
C: 3.873 13.076 -18.115
C: 2.764 18.312 -11.480
H: 8.634 18.797 -13.466
C: 8.559 16.464 -19.493
H: 9.581 12.567 -19.112
H: 11.424 14.648 -16.714
O: 7.046 14.944 -16.515
H: 8.382 11.699 -12.522
H: 4.857 22.181 -14.462
O: 11.663 16.053 -9.178
H: 10.280 12.911 -10.506
H: 8.598 10.138 -16.146
H: 3.780 11.916 -10.730
C: 10.056 13.084 -16.047
H: 4.324 17.020 -10.829
H: 6.295 12.468 -13.483
H: 2.493 18.522 -10.445
O: 4.255 14.514 -10.529
C: 7.983 15.883 -8.009
C: -2.781 7.206 -15.058
O: 6.541 14.631 -11.789
H: 3.161 7.448 -13.024
H: 8.953 15.672 -8.460
H: 6.747 7.181 -13.197
C: 11.963 18.066 -7.962
H: 9.389 16.779 -10.850
H: 1.371 15.908 -20.802
H: 2.318 8.349 -14.985
P: -0.215 9.475 -13.833
H: 12.938 10.048 -25.822
H: 7.882 15.223 -7.148
C: 11.925 16.573 -7.924
H: 0.250 17.871 -17.289
H: 12.815 10.155 -12.745
P: 3.268 16.155 -17.251
C: 11.472 13.601 -16.415
O: 12.157 16.224 -11.623
H: 5.281 13.225 -14.579
C: 4.765 11.589 -10.399
C: 10.885 15.808 -12.063
O: 6.656 18.637 -13.095
H: 4.757 13.129 -17.480
H: 6.837 16.557 -9.702
C: 7.750 20.773 -13.042
H: 1.576 18.117 -19.254
O: 4.660 16.390 -17.698
H: -1.811 7.249 -13.037
H: 6.167 9.899 -10.756
O: 11.523 9.958 -24.307
C: 6.101 14.608 -13.125
H: 4.534 6.883 -12.194
O: 2.153 16.275 -18.414
O: 1.001 10.070 -14.785
H: 6.996 9.567 -13.594

Forces on atoms 1 to 6 (eV/Å):
0.7893 -0.5659 -0.1112
-0.0109 -0.2427 -0.1487
0.4656 -0.4536 0.0008
-0.0308 -0.2136 -0.1083
1.9948 1.8427 0.1199
0.1624 -1.0424 -1.3696

Properties
Charge = 0
Multiplicity = 6
Gap between HOMO and LUMO (spin up / spin down) = 0.2674 / 0.3068 hartree
F_max = 0.0740 hartree/bohr
E_HOMO (spin up / spin down) = -6.72 / -7.79 eV

Löwdin population analysis, charges in e, atoms 1 to 5:
1. H 0.13
2. H 0.08
3. H 0.10
4. H 0.08
5. C -0.27

| no. | E (eV) |
| --- | --- |
| 1 | -288327.67528 |
| 2 | -216897.25488 |